*P*
Computed, not measured: the ion C5H12N with charge +1, with ωB97M-V/def2-TZVPD.

## Properties
2S+1: 1
Orbital gap in eV: 12.667
SMILES string: C=C[N+](C)(C)C
Total charge: +1

Last column: natural (NBO) charge in e.
Geometry (Å):
N1 -0.1607 -0.0783 -0.0274  -0.24
C1 -1.1716 -0.9491 -0.7976  -0.43
C2 2.4971 0.0290 0.0810  -0.36
C3 -0.8353 -0.1501 1.2947  -0.42
C4 -0.2743 1.3289 -0.4443  -0.41
C5 1.4132 -0.6603 -0.1440  0.03
H1 -1.9479 0.2750 1.2717  0.24
H2 -1.2480 1.4611 -0.7069  0.22
H3 -1.0931 -0.6369 -1.8932  0.24
H4 3.3481 -0.5590 -0.1196  0.26
H5 2.4778 1.0301 0.5661  0.25
H6 1.2197 -1.5650 -0.5682  0.21
H7 0.1802 2.0901 0.1809  0.24
H8 -1.1730 -2.0594 -0.5011  0.26
H9 -0.2199 0.4600 1.9032  0.22
H10 -2.1376 -0.6969 -0.5476  0.23
H11 0.1770 1.3624 -1.3649  0.22
H12 -0.7336 -1.0460 1.7774  0.23

*Q*
Computed, not measured: the ion C5H12N with charge +1, with ωB97M-V/def2-TZVPD.

## Properties
2S+1: 1
Orbital gap in eV: 10.865
SMILES string: CCC/C=C/[NH3+]
Total charge: +1

Last column: natural (NBO) charge in e.
Geometry (Å):
N1 2.2018 1.9006 0.6374  -0.71
C1 -1.2130 -1.7027 -0.3489  -0.40
C2 1.3767 1.1255 -0.4307  -0.09
C3 -0.7572 -0.3832 -1.0624  -0.43
C4 -2.0064 -1.4903 1.0157  -0.62
C5 0.2544 0.4319 -0.1376  -0.11
H1 3.2276 1.6209 0.6902  0.45
H2 -2.8557 -2.1363 0.9327  0.23
H3 -0.2770 -2.3898 -0.2416  0.22
H4 0.1254 0.5890 0.9318  0.20
H5 -1.4644 -1.7827 1.8925  0.22
H6 1.7886 1.7244 1.5109  0.44
H7 1.8804 1.2622 -1.4091  0.23
H8 -2.3602 -0.4977 1.1131  0.20
H9 2.3544 2.9511 0.3658  0.46
H10 -0.3016 -0.7325 -2.1410  0.25
H11 -1.5672 0.3695 -1.2705  0.25
H12 -1.8894 -2.1694 -1.0532  0.23

*R*
Computed, not measured: the ion C5H12N with charge +1, with ωB97M-V/def2-TZVPD.

## Properties
2S+1: 1
Orbital gap in eV: 10.072
SMILES string: C=C(C)CC[NH3+]
Total charge: +1

Last column: natural (NBO) charge in e.
Geometry (Å):
N1 -1.7977 -0.5323 -0.5703  -0.69
C1 -1.0322 0.6711 -1.0454  -0.22
C2 0.8093 -0.1198 0.4228  -0.01
C3 0.9317 0.8959 1.5286  -0.67
C4 1.1366 -1.4068 0.5953  -0.40
C5 0.4561 0.4520 -0.9452  -0.47
H1 -1.4548 0.9959 -1.9920  0.25
H2 0.8515 -0.1507 -1.7725  0.24
H3 -2.6479 -0.2999 -0.0505  0.44
H4 1.5611 -2.1086 -0.1167  0.23
H5 -2.1133 -1.1656 -1.3008  0.44
H6 -1.2300 1.4633 -0.3091  0.23
H7 1.7266 1.5824 1.2109  0.25
H8 0.9589 1.4206 -0.9875  0.25
H9 1.3908 0.4701 2.4262  0.25
H10 -1.2098 -1.0605 0.0990  0.46
H11 0.0511 1.4114 1.8868  0.22
H12 1.0781 -1.8179 1.6029  0.21

Quick ranking, most stable first: *R*, *Q*, *P*.

*P*
Computed, not measured: an isolated molecule of C21H20N2O3, with ωB97M-V/def2-TZVPD.

## Properties
2S+1: 1
Orbital gap in eV: 8.024
SMILES string: COc1cccc(C(=O)c2c(C)c(CCC#N)n3ccccc23)c1OC
Total charge: 0

Last column: natural (NBO) charge in e.
Geometry (Å):
O1 1.6367 -0.1960 -1.8746  -0.52
O2 3.0118 -1.9686 -0.1749  -0.50
O3 4.4576 -1.8598 2.3364  -0.54
N1 -7.3681 -0.4628 -0.2825  -0.32
N2 -2.1869 1.5497 -1.3491  -0.31
C1 -6.2526 -0.4653 -0.6730  0.28
C2 -0.3385 0.4133 -0.8628  -0.23
C3 -1.3733 -1.4920 0.6228  -0.64
C4 -3.9881 0.2407 -0.0360  -0.42
C5 -0.1592 2.4828 -2.4275  -0.18
C6 -1.4630 -0.2639 -0.2132  0.01
C7 -2.9906 2.5781 -1.8810  0.00
C8 -0.8170 1.4884 -1.5688  0.16
C9 3.1104 -0.0722 3.0110  -0.25
C10 2.0823 0.8767 2.7359  -0.23
C11 3.4077 -1.0148 2.0605  0.29
C12 1.4660 0.9459 1.4893  -0.18
C13 1.0502 -0.0124 -0.7967  0.54
C14 1.7560 -0.0438 0.4886  -0.18
C15 2.8415 -3.3113 0.2457  -0.25
C16 -4.8614 -0.4373 -1.1074  -0.51
C17 -2.3928 3.4826 -2.7940  -0.26
C18 -0.9466 3.4185 -3.0820  -0.22
C19 2.7444 -1.0266 0.8076  0.28
C20 5.7243 -1.3678 1.8533  -0.26
C21 -2.5915 0.4848 -0.5114  0.09
H1 -4.0765 2.5486 -1.7199  0.22
H2 -4.4694 -1.4355 -1.3442  0.26
H3 3.8080 -3.7571 0.5080  0.18
H4 0.8777 2.4871 -2.6574  0.24
H5 2.4809 -3.8714 -0.6101  0.19
H6 0.7596 1.7060 1.2531  0.22
H7 -0.4567 4.1424 -3.7414  0.22
H8 5.6806 -0.2976 1.5669  0.19
H9 -4.7897 0.1959 -1.9789  0.24
H10 -0.8084 -1.2780 1.5615  0.23
H11 1.8446 1.6038 3.5284  0.22
H12 -3.9417 -0.4156 0.8672  0.23
H13 3.6575 -0.0814 3.9794  0.23
H14 -3.0525 4.2487 -3.2287  0.23
H15 -0.8861 -2.2863 0.0736  0.23
H16 -4.4708 1.1867 0.3113  0.23
H17 6.0687 -1.9157 0.9930  0.18
H18 -2.3588 -1.8288 0.8760  0.21
H19 6.4494 -1.5215 2.6692  0.19
H20 2.1245 -3.3970 1.0767  0.18

*Q*
Computed, not measured: an isolated molecule of C21H20N2O3, with ωB97M-V/def2-TZVPD.

## Properties
2S+1: 1
Orbital gap in eV: 8.339
SMILES string: CC(C)(C)C(=O)COC(=O)c1cc(-c2cccnc2)nc2ccccc12
Total charge: 0

Last column: natural (NBO) charge in e.
Geometry (Å):
O1 -1.4795 -0.3280 -1.7887  -0.58
O2 -2.0935 1.1123 -0.1817  -0.50
O3 -2.6811 -1.2490 0.8029  -0.53
N1 2.8785 1.0162 0.2791  -0.41
N2 3.7749 -3.6275 0.2479  -0.42
C1 -1.1847 0.4414 -0.9094  0.79
C2 -5.0276 -1.2644 0.2915  -0.17
C3 5.5984 -2.1200 -0.0398  -0.26
C4 0.7008 2.0147 -0.1407  -0.01
C5 4.7240 -1.0515 -0.1015  -0.14
C6 1.0716 -0.3453 -0.4728  -0.19
C7 -0.0547 3.2021 -0.1769  -0.21
C8 0.2163 0.7291 -0.4986  -0.09
C9 -5.8526 -0.8310 -0.9204  -0.61
C10 0.5120 4.3980 0.1714  -0.21
C11 2.0725 2.0890 0.2419  0.14
C12 -4.9317 -2.7918 0.3355  -0.60
C13 -3.6146 -0.6931 0.2906  0.61
C14 2.4104 -0.1629 -0.0585  0.21
C15 2.6246 3.3384 0.5986  -0.18
C16 2.9416 -2.6065 0.1953  0.05
C17 5.0700 -3.3930 0.1237  0.04
C18 1.8571 4.4676 0.5656  -0.20
C19 -3.4295 0.6822 -0.3566  -0.20
C20 3.3522 -1.2858 0.0047  -0.12
C21 -5.6843 -0.7532 1.5844  -0.59
H1 6.6643 -1.9730 -0.1216  0.22
H2 -5.0957 -1.0469 2.4503  0.22
H3 5.7077 -4.2665 0.1625  0.19
H4 -5.9193 -3.2293 0.4569  0.21
H5 -4.4922 -3.1672 -0.5855  0.22
H6 -6.8172 -1.3337 -0.8934  0.22
H7 -3.6637 0.6116 -1.4245  0.23
H8 -6.6795 -1.1810 1.6811  0.22
H9 -5.7750 0.3308 1.5772  0.20
H10 -1.0884 3.1598 -0.4809  0.23
H11 -0.0774 5.3026 0.1416  0.21
H12 -4.3025 -3.1045 1.1643  0.23
H13 0.7110 -1.3156 -0.7746  0.24
H14 2.2804 5.4234 0.8373  0.22
H15 -4.0620 1.4289 0.1247  0.22
H16 3.6632 3.3637 0.8887  0.22
H17 -6.0337 0.2408 -0.9237  0.21
H18 5.0724 -0.0385 -0.2338  0.24
H19 -5.3540 -1.1094 -1.8458  0.22
H20 1.8982 -2.8577 0.3321  0.19

Quick ranking, most stable first: *Q*, *P*.

*P*
Computed, not measured: the ion C4H11N2O with charge -1, with ωB97M-V/def2-TZVPD.

## Properties
2S+1: 1
Orbital gap in eV: 6.586
SMILES string: NCC[C@@H](N)C[O-]
Total charge: -1

Last column: natural (NBO) charge in e.
Geometry (Å):
O1 3.0458 -0.1847 0.6878  -0.95
N1 1.0090 -1.2086 -0.8439  -0.88
N2 -2.4678 -0.0907 0.7960  -0.84
C1 1.9649 0.5860 0.6175  -0.01
C2 -1.7479 -0.0071 -0.5245  -0.22
C3 -0.4204 0.7063 -0.3562  -0.42
C4 0.6805 -0.2138 0.1438  -0.08
H1 -0.5644 1.5773 0.2815  0.20
H2 1.2141 -0.7587 -1.7315  0.33
H3 0.3384 -0.6912 1.0718  0.14
H4 -0.0970 1.0326 -1.3477  0.19
H5 -1.5863 -1.0091 -0.9381  0.19
H6 -2.4375 0.5298 -1.1817  0.16
H7 -1.7127 -0.1304 1.4800  0.35
H8 -2.8309 -1.0419 0.8622  0.34
H9 1.6244 1.0517 1.5797  0.06
H10 2.0962 1.4456 -0.0934  0.05
H11 1.8916 -1.5932 -0.5031  0.40

*Q*
Computed, not measured: the ion C4H11N2O with charge -1, with ωB97M-V/def2-TZVPD.

## Properties
2S+1: 1
Orbital gap in eV: 7.091
SMILES string: NCCNCC[O-]
Total charge: -1

Last column: natural (NBO) charge in e.
Geometry (Å):
O1 0.6904 -1.2075 1.8797  -0.93
N1 -0.0845 -0.8125 -2.8044  -0.87
N2 -0.6649 0.4794 0.0896  -0.75
C1 0.9706 -0.1047 -2.0263  -0.23
C2 -0.2388 -0.3918 2.4776  -0.02
C3 0.1809 1.0165 -1.1209  -0.24
C4 -0.7868 0.9515 1.5249  -0.27
H1 0.1609 0.2025 3.5057  0.06
H2 1.4801 -0.8624 -1.3606  0.22
H3 -1.1691 -1.0288 2.6804  0.09
H4 1.6392 0.5271 -2.6656  0.18
H5 0.9694 1.8341 -0.8476  0.15
H6 -0.0458 1.8683 1.6941  0.14
H7 -0.5047 1.7385 -1.6037  0.18
H8 -0.3239 -0.5122 0.3822  0.41
H9 -1.8021 1.2015 1.9363  0.16
H10 -0.5619 -1.6485 -2.3615  0.36
H11 -0.8746 -0.1580 -2.5252  0.36

Quick ranking, most stable first: *P*, *Q*.

*P*
Computed, not measured: a cluster of 2 separate species, C2H10NO in total, with ωB97M-V/def2-TZVPD.

## Properties
2S+1: 1
Orbital gap in eV: 11.021
Total charge: +1

Last column: natural (NBO) charge in e.
Geometry (Å):
O1 0.0456 -0.0126 -0.4613  -0.78
N1 -2.4555 0.9010 -0.6425  -0.89
C1 0.7507 -0.8253 0.5153  -0.07
C2 2.2047 -0.4189 0.6644  -0.66
H1 -3.0495 0.2284 -0.1449  0.45
H2 0.1810 -0.7939 1.4378  0.19
H3 -1.4400 0.7037 -0.4297  0.48
H4 -2.5539 0.8499 -1.6648  0.45
H5 2.4133 0.0898 1.6058  0.24
H6 2.4359 0.4148 -0.0089  0.22
H7 -2.7166 1.8553 -0.3869  0.44
H8 0.6150 0.1132 -1.2278  0.50
H9 2.8919 -1.2505 0.5785  0.24
H10 0.6775 -1.8549 0.1649  0.18

*Q*
Computed, not measured: a cluster of 2 separate species, C2H10NO in total, with ωB97M-V/def2-TZVPD.

## Properties
2S+1: 1
Orbital gap in eV: 12.886
Total charge: +1

Last column: natural (NBO) charge in e.
Geometry (Å):
O1 -1.6824 1.7077 0.2644  -0.99
N1 0.2046 -0.5598 -0.0670  -0.56
C1 0.7528 -0.6308 -1.5353  -0.40
C2 0.9880 -0.8193 1.2735  -0.41
H1 -2.1984 2.3263 -0.2992  0.51
H2 1.3982 0.3237 -1.5940  0.24
H3 1.9300 -0.0868 1.2262  0.24
H4 1.3658 -1.8095 1.1771  0.24
H5 -0.3775 -1.3556 -0.0239  0.41
H6 -0.6009 0.1832 -0.1419  0.49
H7 1.3686 -1.5356 -1.5631  0.23
H8 0.3895 -0.4178 2.1296  0.26
H9 -1.6175 2.1041 1.1842  0.51
H10 -0.0747 -0.7739 -2.1705  0.24

Quick ranking, most stable first: *P*, *Q*.